No. 1
A molecular structure, C21H43N2OP3PtS, computed with ωB97M-V with the def2-TZVPD basis set.

Positions of all 72 atoms, in Å:
Pt -0.33120 -0.10426 -0.01298
P -0.03076 0.49016 2.26397
P -0.95750 -2.25893 0.33264
P -0.17184 2.07459 -0.84382
H -4.43752 -3.02136 -2.89543
C -4.12916 -2.54744 -3.82410
C -3.13947 -3.04701 -4.61312
H -2.48630 -3.80982 -4.22318
C -1.58829 1.22793 2.88463
C 0.40055 -0.81766 3.47192
C 1.28740 1.72848 2.53873
C -1.33072 -3.19369 -1.18471
C 0.23523 -3.28965 1.23659
C -2.48729 -2.26949 1.31531
C -0.33678 2.13509 -2.65605
C 1.28237 3.17021 -0.61428
C -1.61381 3.01364 -0.24436
H -4.71865 -1.68351 -4.12738
H -3.10651 -2.89087 -5.70395
H -1.44719 1.53758 3.93433
H -2.39455 0.48251 2.81721
H -1.86759 2.09688 2.27225
H 0.49586 -0.34043 4.46273
H 1.35545 -1.28213 3.17818
H -0.36931 -1.59682 3.51772
H 0.85857 2.62823 3.00929
H 1.74691 2.00103 1.57995
H 2.06271 1.29122 3.18964
H -1.30863 -4.27374 -0.94415
H -0.55982 -2.95104 -1.92613
H -2.32291 -2.91013 -1.57766
H -0.07385 -3.41009 2.28132
H 1.24052 -2.84985 1.18995
H 0.23875 -4.27830 0.75905
H -2.76229 -3.31641 1.49978
H -3.27069 -1.77955 0.72399
H -2.34457 -1.73434 2.26387
H 0.06868 3.07378 -3.06568
H -1.39751 2.03804 -2.91759
H 0.20808 1.28456 -3.08245
H 1.27463 3.93029 -1.41268
H 2.20643 2.58609 -0.70591
H 1.25385 3.67690 0.35854
H -1.85117 3.80525 -0.97009
H -1.38304 3.46906 0.72817
H -2.47639 2.33857 -0.14639
C -2.22044 -0.12069 -4.21525
C -2.91969 0.09923 -3.01447
C -3.89860 1.09369 -2.99076
C -4.13269 1.89113 -4.11170
C -3.20990 1.83294 -5.17350
C -2.25896 0.82701 -5.24693
O -1.79661 -1.41021 -4.61183
H -0.91849 -1.72923 -4.38546
H -2.65492 -0.39040 -2.06398
H -4.53745 1.19279 -2.10947
H -5.02178 2.54365 -4.15106
H -3.36631 2.42554 -6.05264
H -1.67693 0.62678 -6.15824
C 4.43492 1.28359 0.47654
N 4.13118 -0.12685 0.70954
C 4.78521 -0.91518 1.63231
C 4.26264 -2.16580 1.54453
N 3.28095 -2.10250 0.56795
C 3.14192 -0.82784 0.10697
S 2.03298 -0.28562 -1.06315
H 4.27922 1.51033 -0.57473
H 3.80426 1.92348 1.09905
H 5.48592 1.43490 0.72359
H 5.56333 -0.50055 2.25418
H 4.55301 -3.08942 2.03844
H 2.72588 -2.88565 0.22373

As for the spin multiplicity: 5. As for the calculated total energy: -2550.70034 a.u. The max |F| is 0.0443 Eh/bohr. The orbital gap (spin up / spin down) comes out at 8.07 / 3.53 eV. The calculation puts the energy above the lowest of the compared OMol25 structures with the same formula, charge and spin at 52.73 kJ/mol. Its charge is +4.

---

No. 2
A molecular structure, C21H43O22Tl, computed with ωB97M-V with the def2-TZVPD basis set.

Positions of all 87 atoms, in Å:
Tl 4.17059 0.48746 13.62050
O 5.96707 2.63788 16.15742
H 6.44966 3.43567 16.44923
C 8.44526 4.12915 12.30144
O 9.38000 3.19660 11.73792
C 9.08267 1.96725 11.70617
O 8.10601 1.49673 12.25692
O 10.00134 1.29355 11.03874
C 9.93301 -0.15318 10.96665
H 8.94487 5.09535 12.23103
H 8.24756 3.89972 13.34852
H 7.52627 4.20138 11.71978
H 9.84044 -0.56544 11.97142
H 10.82221 -0.51851 10.45287
H 9.01821 -0.47067 10.46621
C 6.00934 4.86890 24.64840
O 7.10908 4.83537 23.76162
C 6.96064 4.17012 22.64216
O 5.90096 3.82324 22.17852
O 8.16476 4.11437 22.08927
C 8.46322 3.41603 20.87583
H 5.11129 5.02988 24.05200
H 6.19067 5.79160 25.19963
H 5.82172 3.97299 25.24022
H 9.53978 3.54849 20.76824
H 7.97214 3.85459 20.00715
H 8.16770 2.38407 21.06512
C 7.01981 8.57584 15.29809
O 8.33419 8.89775 14.93947
C 9.14376 9.71907 15.60598
O 8.87449 10.49319 16.59727
O 10.35169 9.67970 15.00827
C 11.35395 10.55866 15.53044
H 6.80185 7.54588 15.01565
H 6.38943 9.20223 14.66694
H 6.69486 8.66611 16.33460
H 12.04202 10.19386 16.29305
H 10.96672 11.53803 15.81149
H 11.94155 10.71958 14.62660
C 3.30219 -4.73244 17.46051
O 3.71409 -3.82949 18.44526
C 3.76924 -2.55518 18.19966
O 3.54026 -1.95760 17.12415
O 4.18077 -2.05487 19.30441
C 4.32345 -0.59580 19.40388
H 3.91076 -4.57640 16.56979
H 2.27108 -4.59161 17.13636
H 3.28104 -5.76014 17.82312
H 3.44753 0.01309 19.18000
H 5.13535 -0.21870 18.78202
H 4.57101 -0.32630 20.43062
C 9.21591 -0.37134 16.82082
O 9.59157 -1.64531 16.39116
C 8.69811 -2.39869 15.66648
O 7.53475 -2.06941 15.32725
O 9.31365 -3.64037 15.51317
C 8.61887 -4.62476 14.78633
H 8.89115 0.22460 15.96789
H 9.99632 0.13192 17.39158
H 8.37501 -0.35518 17.51416
H 8.52917 -4.31130 13.74623
H 7.59642 -4.56771 15.15975
H 9.10856 -5.59857 14.78825
C -0.30865 1.10810 18.35418
O 0.21583 2.40955 18.46100
C 1.13127 2.84986 17.59164
O 1.60604 2.29609 16.59491
O 1.35048 4.19379 17.86131
C 2.21827 5.05155 17.19990
H 0.48302 0.53406 17.87269
H -1.26051 1.08219 17.82371
H -0.34119 0.67679 19.35469
H 1.67430 5.91042 16.80679
H 2.70117 4.61039 16.32796
H 3.04700 5.43554 17.79476
C 11.92302 4.81779 16.08663
O 12.29569 3.51121 16.46686
C 13.59646 3.11387 16.00672
O 14.54304 3.84080 15.78705
O 13.56128 1.75442 15.89404
C 14.63635 1.01663 15.46479
H 10.84086 4.82355 15.95627
H 12.42802 5.11877 15.16877
H 12.11528 5.63917 16.77690
H 14.50025 0.97179 14.38425
H 14.60688 0.02146 15.90849
H 15.60125 1.45540 15.71889

As for the spin multiplicity: 1. As for the calculated total energy: -2652.77116 a.u. The max |F| is 0.0989 Eh/bohr. The orbital gap comes out at 1.64 eV. The calculation puts the energy above the lowest of the compared OMol25 structures with the same formula, charge and spin at 492.13 kJ/mol. Its charge is +2.

---

No. 3
A molecular structure, C21H43O3P3Re, computed with ωB97M-V with the def2-TZVPD basis set.

Positions of all 71 atoms, in Å:
P -1.07149 -0.88374 2.65849
C -0.47376 -2.59707 2.95955
H -1.11423 -3.06655 3.71996
H 0.57861 -2.59493 3.27333
H -0.56191 -3.14978 2.01050
C -0.82652 -0.01976 4.25285
H -1.43645 0.89631 4.24104
H 0.23219 0.25941 4.35650
H -1.14035 -0.67324 5.07741
C -2.85450 -1.23663 2.81899
H -3.05511 -1.53223 3.85507
H -3.13198 -2.04431 2.13439
H -3.43428 -0.34634 2.56269
P -2.43427 0.16463 -2.66042
C -2.14311 -1.44731 -3.45710
H -2.76853 -1.55644 -4.35271
H -2.37415 -2.26222 -2.75782
H -1.08789 -1.54264 -3.74922
C -4.23448 0.25576 -2.37326
H -4.52707 1.26284 -2.05204
H -4.51436 -0.44998 -1.58128
H -4.77286 -0.00614 -3.29265
C -2.10590 1.38263 -3.98142
H -2.86370 1.29714 -4.76882
H -1.11407 1.19711 -4.41296
H -2.12203 2.40067 -3.57420
P 2.17852 1.69411 -0.50450
C 3.59796 0.79203 -1.24227
H 4.53301 1.29038 -0.94251
H 3.49415 0.80372 -2.33869
H 3.59480 -0.25692 -0.90328
C 2.27636 3.24705 -1.45649
H 3.32875 3.53711 -1.55167
H 1.70693 4.03623 -0.95784
H 1.84484 3.07658 -2.44920
C 2.83911 2.23899 1.09843
H 3.69433 2.90296 0.91183
H 3.14396 1.36936 1.69553
H 2.05312 2.78369 1.63875
Re -1.34516 0.81279 -0.76742
C -1.47323 -1.04747 -0.28100
O -1.53396 -2.22727 -0.14798
C 0.18586 0.19976 -1.78290
O 0.98957 -0.30805 -2.49916
C -1.36185 3.46176 -0.75896
C -0.59446 3.25156 0.39246
C -1.04263 2.38326 1.40491
C -2.39750 1.97643 1.40998
C -3.18566 2.15640 0.25281
C -2.65977 2.89358 -0.84804
H -0.98050 4.04863 -1.60119
H 0.33077 3.80933 0.53908
H -0.37382 2.09349 2.22026
H -2.85537 1.54535 2.29943
H -4.22019 1.80749 0.21851
H -3.30254 3.15415 -1.68365
C 3.21097 -2.98953 2.25454
C 2.78775 -1.73839 1.50883
O 1.86595 -1.92779 0.41639
C 2.03599 -3.10379 -0.39575
C 3.24177 -3.05222 -1.31286
H 2.36638 -3.62692 2.53292
H 3.71398 -2.70111 3.18193
H 3.92611 -3.58159 1.67316
H 2.25581 -1.03208 2.16325
H 3.66896 -1.20808 1.11115
H 2.06930 -3.99270 0.25495
H 1.10392 -3.12755 -0.97219
H 4.18777 -2.91861 -0.77227
H 3.31530 -3.99038 -1.87179
H 3.13680 -2.24295 -2.04436

As for the spin multiplicity: 4. As for the calculated total energy: -2152.37157 a.u. The max |F| is 0.1200 Eh/bohr. The orbital gap (spin up / spin down) comes out at 6.41 / 3.67 eV. The calculation puts the energy above the lowest of the compared OMol25 structures with the same formula, charge and spin at 63.40 kJ/mol. Its charge is +4.

---

Among the records above, which one has the highest max |F|?
C21H43O3P3Re

---

Please write out number 3 again, unchanged.
A molecular structure, C21H43O3P3Re, computed with ωB97M-V with the def2-TZVPD basis set.

Positions of all 71 atoms, in Å:
P -1.07149 -0.88374 2.65849
C -0.47376 -2.59707 2.95955
H -1.11423 -3.06655 3.71996
H 0.57861 -2.59493 3.27333
H -0.56191 -3.14978 2.01050
C -0.82652 -0.01976 4.25285
H -1.43645 0.89631 4.24104
H 0.23219 0.25941 4.35650
H -1.14035 -0.67324 5.07741
C -2.85450 -1.23663 2.81899
H -3.05511 -1.53223 3.85507
H -3.13198 -2.04431 2.13439
H -3.43428 -0.34634 2.56269
P -2.43427 0.16463 -2.66042
C -2.14311 -1.44731 -3.45710
H -2.76853 -1.55644 -4.35271
H -2.37415 -2.26222 -2.75782
H -1.08789 -1.54264 -3.74922
C -4.23448 0.25576 -2.37326
H -4.52707 1.26284 -2.05204
H -4.51436 -0.44998 -1.58128
H -4.77286 -0.00614 -3.29265
C -2.10590 1.38263 -3.98142
H -2.86370 1.29714 -4.76882
H -1.11407 1.19711 -4.41296
H -2.12203 2.40067 -3.57420
P 2.17852 1.69411 -0.50450
C 3.59796 0.79203 -1.24227
H 4.53301 1.29038 -0.94251
H 3.49415 0.80372 -2.33869
H 3.59480 -0.25692 -0.90328
C 2.27636 3.24705 -1.45649
H 3.32875 3.53711 -1.55167
H 1.70693 4.03623 -0.95784
H 1.84484 3.07658 -2.44920
C 2.83911 2.23899 1.09843
H 3.69433 2.90296 0.91183
H 3.14396 1.36936 1.69553
H 2.05312 2.78369 1.63875
Re -1.34516 0.81279 -0.76742
C -1.47323 -1.04747 -0.28100
O -1.53396 -2.22727 -0.14798
C 0.18586 0.19976 -1.78290
O 0.98957 -0.30805 -2.49916
C -1.36185 3.46176 -0.75896
C -0.59446 3.25156 0.39246
C -1.04263 2.38326 1.40491
C -2.39750 1.97643 1.40998
C -3.18566 2.15640 0.25281
C -2.65977 2.89358 -0.84804
H -0.98050 4.04863 -1.60119
H 0.33077 3.80933 0.53908
H -0.37382 2.09349 2.22026
H -2.85537 1.54535 2.29943
H -4.22019 1.80749 0.21851
H -3.30254 3.15415 -1.68365
C 3.21097 -2.98953 2.25454
C 2.78775 -1.73839 1.50883
O 1.86595 -1.92779 0.41639
C 2.03599 -3.10379 -0.39575
C 3.24177 -3.05222 -1.31286
H 2.36638 -3.62692 2.53292
H 3.71398 -2.70111 3.18193
H 3.92611 -3.58159 1.67316
H 2.25581 -1.03208 2.16325
H 3.66896 -1.20808 1.11115
H 2.06930 -3.99270 0.25495
H 1.10392 -3.12755 -0.97219
H 4.18777 -2.91861 -0.77227
H 3.31530 -3.99038 -1.87179
H 3.13680 -2.24295 -2.04436

As for the spin multiplicity: 4. As for the calculated total energy: -2152.37157 a.u. The max |F| is 0.1200 Eh/bohr. The orbital gap (spin up / spin down) comes out at 6.41 / 3.67 eV. The calculation puts the energy above the lowest of the compared OMol25 structures with the same formula, charge and spin at 63.40 kJ/mol. Its charge is +4.